{
  "formula": "C19H32LiN2NaO15PS",
  "method": "ωB97M-V/def2-TZVPD",
  "e_homo_ev": -1.7,
  "e_tot_ev": -78640.624,
  "e_lumo_ev": -0.79,
  "spin_multiplicity": 1,
  "orbital_gap_ev": 0.902,
  "total_charge": -1,
  "largest_force_ev_per_a": 5.336,
  "species": ["C", "C", "C", "C", "O", "O", "N", "C", "O", "C", "C", "C", "C", "S", "O", "O", "O", "C", "C", "C", "O", "O", "C", "P", "O", "H", "H", "H", "H", "H", "H", "H", "H", "H", "H", "H", "H", "H", "H", "H", "H", "H", "H", "H", "H", "C", "O", "O", "O", "Li", "C", "C", "O", "N", "C", "H", "H", "H", "H", "H", "H", "H", "H", "Na", "O", "C", "C", "O", "H", "H", "H", "H"],
  "positions_angstrom": [[2.47, -1.06, 2.13], [2.70, -0.14, 1.36], [2.69, 0.98, 0.23], [3.14, 2.30, 1.02], [2.07, 3.24, 1.25], [2.58, 4.33, 1.89], [3.71, 0.86, -0.84], [3.07, 1.54, -1.99], [3.55, 2.41, -2.66], [1.69, 0.78, -2.06], [1.82, -0.79, -2.37], [3.11, -1.20, -3.21], [3.21, -0.54, -4.65], [4.76, 0.40, -4.96], [4.42, 1.72, -5.50], [5.63, 0.48, -3.76], [5.70, -0.34, -6.14], [0.51, 1.33, -2.99], [0.37, 2.94, -3.03], [-0.85, 3.44, -2.12], [-0.63, 4.16, -1.18], [-2.17, 2.97, -2.44], [1.27, 0.94, -0.49], [-0.11, -0.14, 0.18], [-0.75, 0.58, 1.38], [2.01, -1.84, 2.78], [3.50, 1.96, 2.05], [4.00, 2.87, 0.54], [3.16, 4.85, 1.30], [4.66, 1.19, -0.62], [0.89, -1.16, -2.90], [1.91, -1.36, -1.38], [3.02, -2.33, -3.38], [4.02, -1.06, -2.57], [2.35, 0.13, -4.91], [3.20, -1.38, -5.43], [6.50, 0.24, -6.16], [-0.46, 0.94, -2.54], [0.53, 0.92, -4.05], [1.32, 3.51, -2.79], [0.09, 3.24, -4.10], [-2.69, 3.76, -2.69], [0.81, 1.98, -0.48], [-1.13, -0.28, -0.84], [0.34, -1.47, 0.46], [4.80, 5.45, -2.94], [4.90, 5.52, -1.70], [5.58, 4.79, -3.69], [3.91, 6.03, -3.63], [-3.10, 0.45, 1.02], [-4.70, -1.86, 6.79], [-4.59, -2.47, 5.43], [-5.03, -3.54, 5.11], [-3.97, -1.78, 4.31], [-2.80, -0.92, 4.57], [-5.22, -2.54, 7.45], [-3.70, -1.66, 7.19], [-5.27, -0.92, 6.73], [-4.73, -1.23, 3.87], [-3.80, -2.54, 3.64], [-3.09, -0.11, 5.24], [-2.47, -0.52, 3.62], [-2.01, -1.53, 5.02], [-2.70, 1.13, -1.98], [-6.11, -5.46, 1.31], [-6.62, -6.35, 2.14], [-6.92, -5.63, 3.58], [-7.41, -6.51, 4.42], [-6.00, -7.23, 2.38], [-7.58, -6.82, 1.85], [-7.56, -4.75, 3.35], [-5.97, -5.14, 3.87]],
  "mulliken_charge": [0.0131, -1.8047, 2.8966, -1.0547, -0.0991, -0.5314, -0.3285, -1.2542, -0.4179, 2.2963, -1.1769, -0.8100, -0.7819, 1.1339, -0.5749, -0.6151, -0.5089, 0.2504, -0.4374, 0.4686, -0.4685, -0.3617, -1.4426, -0.0629, -0.4442, 0.4194, 0.3585, 0.4549, 0.3659, 0.4895, 0.4071, 0.3489, 0.5728, 0.4022, 0.2308, 0.5374, 0.4097, -0.6337, 0.3231, 0.2539, 0.3615, 0.2702, 0.3399, 0.0211, 0.1516, 0.8208, -0.6602, -0.5422, -0.5864, 0.0177, -1.1889, 0.3339, -0.3846, 0.0251, -0.8018, 0.3313, 0.3631, 0.3592, 0.3464, 0.3473, 0.3076, 0.2554, 0.3286, 0.1015, -0.6198, -0.2502, 0.2460, -0.6638, 0.2053, 0.2097, 0.1958, -0.0649]
}